[1]
Here is C16H36Cs3N4O16S3 as an isolated structure in a non-equilibrium geometry from OMol25. Energies are from ωB97M-V/def2-TZVPD.

The geometry in XYZ format:
```
78
Properties=species:S:1:pos:R:3:forces:R:3:mulliken_charge:R:1
Cs 23.634363 -19.025479 -9.792701 -0.285 0.044 0.318 0.992
Cs 16.957093 -13.345947 -4.733756 0.168 -0.362 0.092 0.994
Cs 25.065334 -22.619925 -2.241592 -0.370 0.204 0.007 0.995
S 20.216849 -18.726444 -4.287471 -0.765 -1.324 0.830 1.123
O 18.765238 -18.614360 -4.157486 -1.680 0.005 0.367 -0.768
O 20.578708 -20.063299 -4.780319 0.472 -1.682 -0.991 -0.807
O 20.656841 -17.713880 -5.204081 1.479 2.646 -2.771 -0.778
O 20.882278 -18.541331 -3.008803 0.962 0.459 2.249 -0.753
C 24.453111 -13.659596 -1.335866 -0.659 0.913 0.699 -0.931
C 23.343436 -13.076648 -0.457244 1.093 1.998 0.668 0.694
O 23.380042 -11.930214 0.052474 -0.115 -2.136 -1.166 -0.679
N 22.404477 -13.966333 -0.230310 -2.371 -1.212 0.709 -0.204
C 21.138291 -13.808135 0.516257 1.067 0.316 -0.312 -0.813
H 24.719781 -12.801871 -1.953350 0.725 -0.460 -0.113 0.278
H 24.134949 -14.534854 -1.902249 -0.008 0.229 -0.135 0.321
H 25.189547 -13.977425 -0.597800 0.534 0.263 -0.426 0.235
H 22.426953 -14.858224 -0.703743 0.363 0.274 -0.082 0.243
H 20.863157 -12.760725 0.640149 0.052 -0.009 -0.472 0.312
H 21.257286 -14.176089 1.535344 -0.232 -0.410 -0.118 0.236
H 20.445002 -14.373426 -0.106569 -0.502 0.136 0.679 0.311
C 20.928930 -6.431769 -8.880955 -0.528 -0.221 -0.547 -1.093
C 20.681756 -7.899198 -8.451649 0.271 2.619 -0.852 0.665
O 19.624133 -8.236544 -7.999628 -0.904 -1.118 0.744 -0.622
N 21.740271 -8.667116 -8.739621 0.163 -0.597 0.883 -0.156
C 21.845651 -10.065541 -8.344146 0.442 -0.625 -1.332 -0.841
H 20.717067 -6.359321 -9.947707 0.266 -0.284 -0.308 0.295
H 21.956947 -6.100894 -8.733347 -0.142 0.128 0.214 0.328
H 20.182343 -5.733052 -8.503473 0.292 -0.244 0.686 0.321
H 22.506164 -8.133500 -9.125318 0.215 -0.742 0.231 0.229
H 21.203929 -10.680443 -8.975181 -0.122 0.046 -0.199 0.273
H 21.607117 -10.410849 -7.338185 0.040 1.055 0.329 0.273
H 22.863991 -10.375833 -8.578236 0.001 -0.054 0.175 0.327
C 10.262927 -16.068163 -1.324474 -0.503 -0.699 -0.182 -1.068
C 11.676151 -16.625413 -1.490789 -1.592 1.384 -0.703 0.671
O 12.608257 -16.052634 -1.009594 1.829 0.849 1.293 -0.642
N 11.853905 -17.607229 -2.372389 -0.101 -1.715 -1.618 -0.176
C 10.847314 -18.447546 -2.996647 -0.349 -0.270 0.461 -0.805
H 10.242132 -15.078063 -0.869105 0.373 -0.280 0.067 0.293
H 9.626946 -16.748335 -0.757910 0.073 -0.013 0.302 0.305
H 9.751030 -16.011607 -2.285138 0.160 0.137 -0.177 0.319
H 12.790523 -17.919294 -2.585583 0.117 0.456 0.524 0.263
H 9.967311 -17.905279 -3.342536 0.153 0.152 0.014 0.250
H 10.514277 -19.197162 -2.278835 -0.225 -0.172 -0.074 0.289
H 11.269542 -18.983460 -3.846721 0.100 0.197 0.054 0.301
C 17.334793 -23.833923 -8.827172 -0.035 1.842 -0.290 -0.888
C 17.643671 -25.108260 -8.173796 -1.723 -1.105 -2.670 0.650
O 17.116998 -26.102007 -8.682936 0.557 -0.357 1.243 -0.656
N 18.578917 -25.080517 -7.261498 1.378 0.346 2.309 -0.190
C 19.097706 -26.261472 -6.613713 -0.629 -0.765 -0.433 -0.848
H 18.013349 -23.040108 -8.514899 0.059 0.165 -0.151 0.291
H 16.328526 -23.462220 -8.633881 -0.073 -0.321 0.004 0.253
H 17.441189 -24.025914 -9.894840 -0.082 0.237 0.040 0.241
H 18.875949 -24.178597 -6.917387 -0.055 -0.168 -0.106 0.259
H 18.290076 -26.985499 -6.505883 -0.113 0.030 0.004 0.296
H 19.480710 -26.079138 -5.609639 0.260 0.264 -0.345 0.335
H 19.795238 -26.731367 -7.307076 0.455 -0.098 0.440 0.259
C 16.120069 -23.872314 -0.831992 -0.529 0.671 -2.694 -0.193
C 16.244362 -22.771445 0.150563 0.295 1.455 0.852 -0.278
O 16.513479 -23.381069 1.359471 1.072 -2.408 2.933 -0.332
S 17.379233 -24.748590 1.171138 0.721 1.540 0.362 1.065
O 17.142524 -25.645584 2.304989 0.052 1.647 -3.110 -0.506
O 18.756626 -24.332608 0.856860 -2.622 -1.326 0.278 -0.525
O 16.540579 -25.074397 -0.257572 1.166 -1.293 1.959 -0.314
H 16.705358 -23.600676 -1.710487 0.561 -0.371 0.064 0.263
H 15.124555 -23.919010 -1.273438 -0.317 -0.734 0.635 0.295
H 15.333782 -22.235829 0.418993 0.077 0.377 -0.916 0.257
H 17.113102 -22.145601 -0.053653 -0.405 0.484 -0.400 0.268
C 23.136877 -19.661291 4.185794 -0.822 0.460 1.437 -0.267
C 22.267052 -19.746263 5.452851 -1.860 0.771 -1.133 -0.321
O 22.969160 -20.376977 6.463093 1.649 -0.572 1.434 -0.278
S 24.553945 -20.401214 6.101975 0.439 -0.317 1.240 1.078
O 25.185861 -21.636846 6.543919 -1.374 2.336 -1.020 -0.520
O 25.144295 -19.113270 6.507082 -1.337 -2.632 -1.676 -0.517
O 24.147884 -20.591981 4.521621 2.158 0.365 -0.228 -0.311
H 23.477502 -18.631734 4.075833 0.463 -0.258 -0.481 0.273
H 22.481362 -20.008848 3.387289 0.873 -0.029 -0.385 0.321
H 21.428973 -20.367818 5.137584 -0.226 -0.084 0.766 0.269
H 21.907484 -18.770979 5.780910 0.014 -0.037 0.017 0.274
```
Positions in Å, forces in eV/Å.

The molar mass comes out at 1035.4 g mol⁻¹. The spin multiplicity is 1. The total charge is +1.


[2]
Here is a 3-piece molecular cluster, C16H36FO6P overall in a non-equilibrium geometry from OMol25. Energies are from ωB97M-V/def2-TZVPD.

The geometry in XYZ format:
```
60
Properties=species:S:1:pos:R:3:forces:R:3:mulliken_charge:R:1
C -5.621258 -0.223448 3.238395 0.102 0.292 -0.685 -1.331
C -5.664861 -0.194374 1.703183 -0.055 -0.126 0.272 0.596
O -6.763692 -0.930389 1.176510 -0.044 -0.287 0.096 -0.565
C -5.783768 1.198553 1.120094 0.859 0.292 -0.562 -1.180
P -4.800314 1.232807 -0.460763 -0.310 -1.217 -0.142 -0.195
C -5.623418 2.530282 -1.520293 -0.435 0.118 0.999 -0.674
C -6.722478 1.848037 -2.294350 0.273 1.109 1.906 -0.022
O -6.517913 1.319394 -3.322275 0.102 -1.237 -2.386 -0.434
C -3.145605 1.877313 0.074340 -0.410 0.640 -0.881 -0.746
C -2.318331 2.314811 -1.173713 -0.765 -0.541 1.395 -0.714
C -2.406966 1.300858 -2.284120 0.474 0.730 -0.514 -0.374
F -2.254231 0.026369 -1.803479 0.177 -0.613 0.288 -0.313
H -4.608869 -0.399124 3.567342 0.348 -0.174 0.225 0.309
H -5.916337 0.733745 3.648073 -0.374 0.077 0.237 0.344
H -6.264392 -1.016834 3.580012 -0.208 -0.208 0.378 0.358
H -4.755554 -0.660821 1.326473 0.272 -0.056 -0.058 0.319
H -6.550664 -1.865804 1.284419 -0.198 0.125 -0.109 0.346
H -6.822915 1.411918 0.924373 -0.415 0.065 -0.064 0.477
H -5.399114 1.948109 1.799568 0.044 0.251 0.286 0.438
H -4.896264 2.924223 -2.208356 0.250 0.195 -0.321 0.429
H -6.084569 3.322077 -0.935064 0.191 0.345 0.155 0.402
H -7.724592 1.874849 -1.834138 -0.196 -0.076 0.072 0.329
H -2.600804 1.078729 0.551538 -0.116 -0.514 0.260 0.283
H -3.254256 2.684047 0.792764 0.163 0.298 0.072 0.622
H -1.296419 2.423699 -0.848708 0.468 0.248 -0.024 0.215
H -2.721553 3.269219 -1.470283 0.149 0.422 -0.518 0.363
H -3.335454 1.361595 -2.831663 -0.443 -0.149 -0.099 0.350
H -1.599015 1.479162 -2.987012 0.153 -0.010 -0.249 0.362
C 0.547022 2.127303 1.913892 -0.169 0.096 0.051 -0.766
O 1.046651 2.410091 0.621941 0.113 -0.102 0.039 -0.219
C 2.348043 2.978776 0.636377 -0.135 0.039 -0.298 -0.633
C 3.415779 1.950402 0.329150 0.202 -0.003 0.248 -0.489
O 3.501213 0.960001 1.340437 -0.197 0.009 -0.026 -0.384
C 2.838417 -0.249650 0.997110 0.130 -0.028 -0.032 -0.444
H -0.309588 1.462446 1.803204 -0.006 0.032 -0.053 0.139
H 1.286999 1.638430 2.551019 0.052 0.005 -0.054 0.428
H 0.212729 3.054283 2.393879 0.007 -0.049 0.101 0.299
H 2.546703 3.463994 1.596704 0.021 -0.054 0.036 0.343
H 2.370732 3.750904 -0.139372 0.026 0.004 0.017 0.373
H 4.386265 2.455633 0.289413 -0.019 0.021 -0.042 0.391
H 3.234243 1.490501 -0.647245 -0.055 0.009 -0.007 0.327
H 3.446168 -0.823212 0.290734 -0.096 -0.070 -0.025 0.128
H 1.851202 -0.065413 0.567483 0.007 0.033 -0.012 0.226
H 2.716651 -0.833305 1.908902 0.070 0.032 0.025 0.281
C 4.791422 -3.965358 0.557712 -0.110 0.051 0.025 -0.825
O 4.875140 -2.903612 -0.377951 0.153 -0.155 0.013 -0.351
C 6.174745 -2.335818 -0.458453 -0.238 0.199 -0.138 -0.358
C 6.942926 -2.850684 -1.657060 0.258 -0.109 0.120 -0.620
O 7.221054 -4.238507 -1.550364 -0.185 0.008 0.013 -0.370
C 6.334690 -5.047975 -2.304414 0.087 -0.008 -0.009 -0.691
H 3.866539 -4.507140 0.363892 -0.023 0.058 -0.011 0.245
H 5.629847 -4.658335 0.463265 0.023 0.021 -0.008 0.394
H 4.759976 -3.569575 1.578852 0.043 -0.053 0.022 0.323
H 6.733916 -2.518052 0.463977 0.026 -0.053 -0.013 0.348
H 6.047095 -1.253037 -0.562880 0.038 -0.002 0.014 0.338
H 7.905715 -2.332400 -1.704854 -0.027 0.034 -0.013 0.373
H 6.397954 -2.636278 -2.581425 -0.051 0.003 0.017 0.342
H 6.596832 -5.007868 -3.367004 -0.077 -0.010 -0.022 0.318
H 5.294436 -4.741753 -2.174952 0.001 0.028 -0.005 0.295
H 6.442089 -6.073795 -1.954836 0.068 0.014 0.000 0.244
```
Positions in Å, forces in eV/Å.

The molar mass comes out at 374.4 g mol⁻¹. The spin multiplicity is 1. Its structure (SMILES) is C[C@@H](O)CP(CC=O)CCCF.COCCOC.COCCOC.


[3]
Here is a 3-piece molecular cluster, C16H36N2O10 overall in a non-equilibrium geometry from OMol25. Energies are from ωB97M-V/def2-TZVPD.

The geometry in XYZ format:
```
64
Properties=species:S:1:pos:R:3:forces:R:3:mulliken_charge:R:1
O 8.306264 -1.600423 -2.100161 -9.297 3.434 2.480 -0.527
C 7.062995 -1.151648 -1.770961 4.203 -1.519 -1.308 0.516
O 6.639465 -0.694780 -0.405472 -0.552 -0.172 -3.650 -0.358
C 5.277402 -0.105599 -0.627340 0.139 -0.895 -1.772 0.543
O 5.577077 1.088452 -1.437536 -2.562 -0.149 1.392 -0.524
C 4.750991 -1.217001 -1.711138 -0.041 -0.736 0.160 0.213
C 3.291559 -1.046981 -2.436996 0.771 0.358 -1.490 -0.504
O 2.140138 -1.497675 -1.632781 0.844 -1.508 -5.845 -0.242
O 2.202578 -1.072734 -0.402303 0.159 2.387 5.672 -0.148
O 5.878627 -1.071655 -2.689375 2.296 -0.999 3.256 -0.331
H 4.617965 0.064254 0.352985 1.918 -0.463 -2.157 0.052
H 4.706867 1.512736 -1.749043 1.804 -1.031 0.851 0.341
H 4.911420 -2.352069 -1.385254 -0.999 2.573 0.013 0.266
H 3.314522 -1.756577 -3.396486 -0.223 1.432 2.302 0.229
H 3.109771 0.045929 -2.881161 0.492 -2.062 1.273 0.216
H 1.368380 -0.588209 -0.130957 0.978 -0.611 -1.091 0.253
C -2.164118 3.893131 3.062898 0.188 0.297 0.036 -0.609
O -1.068755 4.036371 3.951616 -0.389 -0.255 0.167 -0.320
C -1.122119 3.173189 5.092283 0.672 -0.194 0.066 -0.803
C -0.112249 2.015380 4.966422 -0.573 0.270 -0.346 -0.143
N -0.508073 1.058152 3.930548 0.203 0.227 -0.114 -0.262
C 0.556921 0.145878 3.499879 -0.024 0.181 -0.047 -0.580
C 1.885517 0.748409 2.992734 -0.134 -0.496 -0.106 -0.539
O 1.796761 1.400784 1.726094 0.054 -0.025 0.305 -0.324
C 1.220841 2.698883 1.770931 0.187 -0.099 -0.391 -0.443
H -2.173222 4.756207 2.392128 0.082 -0.055 0.142 0.232
H -2.058564 2.999169 2.448592 -0.192 -0.183 -0.085 0.201
H -3.116548 3.863716 3.600640 0.026 -0.067 -0.030 0.331
H -2.136520 2.805654 5.283346 0.050 -0.035 -0.218 0.385
H -0.830496 3.781457 5.954556 -0.008 -0.041 -0.065 0.391
H -0.036813 1.494559 5.925085 -0.010 0.004 0.008 0.397
H 0.860207 2.466254 4.746594 0.058 0.106 0.170 0.126
H -0.831807 1.565515 3.113051 0.024 -0.074 0.240 0.019
H 0.135237 -0.463427 2.693290 0.108 -0.014 0.052 0.186
H 0.774985 -0.539448 4.329499 0.099 0.115 -0.076 0.410
H 2.575530 -0.088909 2.840360 -0.097 0.054 -0.062 0.316
H 2.370062 1.396308 3.729732 -0.141 0.170 -0.021 0.420
H 1.515811 3.255025 2.665349 -0.142 -0.103 0.005 0.304
H 0.137995 2.625070 1.689615 -0.134 0.229 0.179 -0.032
H 1.570540 3.253798 0.895882 0.066 -0.127 0.072 0.339
C -2.728993 -0.327744 -4.834993 -0.137 0.284 0.116 -0.669
O -3.802042 -0.284621 -3.909324 -0.026 -0.344 -0.342 -0.320
C -4.629725 -1.452504 -3.915963 -0.126 -0.098 0.687 -0.805
C -4.368270 -2.331506 -2.676933 0.368 0.262 -0.575 -0.159
N -3.054165 -2.976329 -2.734595 -0.011 0.289 0.152 -0.318
C -2.582915 -3.522532 -1.457287 0.018 0.170 -0.055 -0.817
C -2.507024 -2.581903 -0.234640 0.344 -0.426 -0.013 -0.494
O -1.476647 -1.596489 -0.306272 -0.385 0.028 0.008 -0.291
C -1.777507 -0.489187 -1.144198 0.336 -0.093 0.267 -0.632
H -2.333853 0.685470 -4.945355 -0.134 -0.079 0.073 0.230
H -1.919364 -0.959518 -4.470240 0.160 -0.172 -0.139 0.263
H -3.059677 -0.678273 -5.817302 0.041 -0.047 0.043 0.327
H -4.528176 -2.023795 -4.845432 0.208 0.043 0.083 0.380
H -5.664511 -1.098722 -3.864923 0.072 -0.018 0.007 0.391
H -5.142062 -3.101318 -2.608995 -0.009 -0.001 -0.012 0.414
H -4.458377 -1.680239 -1.802282 -0.200 0.058 0.016 0.122
H -2.365896 -2.303625 -3.057517 -0.205 -0.142 0.018 0.101
H -1.577358 -3.915942 -1.640966 -0.089 0.021 0.121 0.346
H -3.214456 -4.383263 -1.200786 0.010 0.146 0.077 0.424
H -2.252870 -3.205445 0.629672 0.059 0.076 -0.108 0.337
H -3.468744 -2.120542 0.010234 -0.018 0.141 -0.169 0.392
H -2.828754 -0.193567 -1.082774 0.037 -0.093 -0.117 0.373
H -1.488261 -0.712961 -2.169321 -0.192 0.150 -0.196 0.132
H -1.167498 0.357411 -0.816949 -0.021 -0.078 0.092 0.281
```
Positions in Å, forces in eV/Å.

The molar mass comes out at 416.5 g mol⁻¹. The spin multiplicity is 1. Its structure (SMILES) is O=C1O[C@@H](O)[C@@H](COO)O1.COCCNCCOC.COCCNCCOC.


no.,HOMO-LUMO gap (eV),LUMO level (eV),E_HOMO (eV)
1,2.69,-3.4,-6.113
2,8.91,0.8,-8.150
3,9.21,0.3,-8.898